Record 1
Entry from OMol25: a cluster of 2 separate species, C4H9BO2 in total in a non-equilibrium geometry (ωB97M-V/def2-TZVPD).

Values from the calculation:
LUMO energy (eV): 0.332
Frontier orbital gap (eV): 9.5
Relative energy (zero: lowest compared OMol25 entry of this formula, charge and spin) (kJ/mol): 168.28

CARTESIAN COORDINATES (ANGSTROEM)
1 C -0.292 0.949 -1.729
2 H -1.224 0.441 -1.890
3 H 0.965 2.140 3.086
4 H -0.363 2.020 -1.685
5 O 0.538 2.968 0.707
6 H 0.766 3.656 1.333
7 H -0.186 -1.568 -1.410
8 C 0.197 -0.789 0.540
9 O 0.762 1.406 2.504
10 C 0.191 0.502 0.277
11 H 0.555 0.576 -2.273
12 C -0.067 -1.923 -0.394
13 H 0.756 -2.635 -0.353
14 H -0.972 -2.449 -0.094
15 B 0.506 1.703 1.197
16 H 0.423 -1.091 1.561

natural (NBO) atomic charge list, values in e, 4 entries: atom 1 (C): -0.60, atom 2 (H): 0.19, atom 3 (H): 0.48, atom 4 (H): 0.21


Record 2
Entry from OMol25: a structure of composition C25H15Cl5IrNS4 in a non-equilibrium geometry (ωB97M-V/def2-TZVPD).

Values from the calculation:
2S+1: 6
Total charge: +1
LUMO energy (spin up / spin down) (eV): -4.045 / -5.517
Frontier orbital gap (spin up / spin down) (eV): 6.4 / 5.4

CARTESIAN COORDINATES (ANGSTROEM)
1 C 3.737 -1.553 0.188
2 C -1.837 -2.029 -4.283
3 C -0.864 -3.965 0.526
4 C 2.658 -2.107 -2.589
5 Cl -3.145 -3.556 1.873
6 H -0.603 4.458 5.747
7 C -0.661 3.522 1.993
8 C -1.128 -0.126 -3.011
9 H -1.508 5.467 1.685
10 C -0.357 -1.155 0.192
11 S -2.495 0.851 -0.840
12 C 0.513 -2.156 -0.217
13 Cl -2.427 -0.615 1.944
14 Ir -0.394 0.992 -0.065
15 C 0.315 -3.519 -0.060
16 N 1.821 0.796 -0.248
17 C 1.875 0.051 -1.343
18 S -0.081 1.281 -2.734
19 H -3.665 -2.958 -3.651
20 C 2.514 0.560 0.855
21 Cl -1.219 -5.636 0.631
22 S -0.693 3.234 0.272
23 H 2.795 1.302 2.856
24 C 3.514 -0.451 0.952
25 C -0.156 2.955 4.287
26 C -0.620 4.200 4.697
27 C -0.933 -0.998 -4.070
28 H 1.726 -0.171 -3.462
29 C -2.956 -2.161 -3.471
30 H -1.678 -2.717 -5.102
31 H 2.265 1.430 -2.916
32 C -1.723 -3.019 1.078
33 C 1.609 0.586 -2.691
34 H -4.051 -1.362 -1.801
35 H 2.672 -3.130 -0.770
36 C -0.177 2.613 2.945
37 H 3.150 -3.080 -2.622
38 H 2.117 2.480 1.695
39 C -3.177 -1.269 -2.433
40 C -1.126 4.769 2.419
41 H 4.231 -0.348 1.765
42 C -2.248 -0.264 -2.182
43 H 0.217 2.244 5.012
44 H -1.489 6.063 4.082
45 Cl 1.438 -4.755 -0.565
46 H -0.088 -0.872 -4.734
47 C 2.133 1.436 2.005
48 S 0.404 1.007 2.465
49 C -1.111 5.101 3.763
50 Cl 2.325 -1.771 -1.049
51 C -1.419 -1.661 0.980

natural (NBO) atomic charge list, values in e, 4 entries: atom 1 (C): -0.11, atom 2 (C): -0.19, atom 3 (C): -0.09, atom 4 (C): -0.59


Record 3
Entry from OMol25: a structure of composition C27H41BrIrN2P2 in a non-equilibrium geometry (ωB97M-V/def2-TZVPD).

Values from the calculation:
2S+1: 6
Total charge: +4
LUMO energy (spin up / spin down) (eV): -11.487 / -15.077
Frontier orbital gap (spin up / spin down) (eV): 8.2 / 5.3
Relative energy (zero: lowest compared OMol25 entry of this formula, charge and spin) (kJ/mol): 160.81

CARTESIAN COORDINATES (ANGSTROEM)
1 C -2.856 1.502 -0.521
2 C 3.624 -0.018 -4.603
3 H -3.420 -1.714 -6.038
4 H -0.574 -2.866 -1.825
5 H -0.533 2.900 -7.640
6 H 2.858 -1.947 -3.904
7 C 2.565 -0.910 -4.058
8 C 0.585 0.209 1.489
9 H 0.051 1.049 3.319
10 H -1.804 -1.424 -6.653
11 P 1.988 -0.377 -2.372
12 C -0.339 -2.901 -2.894
13 C -0.386 2.014 -3.769
14 H -0.153 7.184 -5.327
15 H 0.364 2.127 -1.216
16 C -3.149 -2.576 -2.414
17 H 3.175 0.976 -4.704
18 C -0.232 6.187 -5.765
19 H 1.241 -4.229 -3.550
20 H -2.883 -0.069 -6.381
21 H -5.048 -3.456 -1.932
22 H 4.506 0.014 -3.974
23 H 2.824 -3.379 -2.486
24 H 4.488 -0.812 -0.310
25 H -4.274 -4.180 -3.352
26 H 5.390 0.596 -0.849
27 N 0.994 0.324 0.410
28 H -0.836 -0.445 2.893
29 C 0.180 -4.267 -3.325
30 H -2.683 -3.172 -1.615
31 P -1.863 -2.483 -3.754
32 C -0.447 3.780 -7.016
33 H -2.978 1.650 -3.930
34 H -1.019 -0.398 -4.529
35 C -2.046 -0.880 -4.567
36 H 2.831 0.978 -0.666
37 C -2.628 1.805 -2.905
38 H 3.572 1.440 -2.223
39 C -1.560 1.941 -0.291
40 C 3.343 0.592 -1.566
41 C -4.461 -3.240 -2.827
42 C 0.080 5.011 -5.047
43 H 2.822 -3.799 -0.774
44 H -1.228 2.081 0.759
45 N -0.651 6.182 -7.024
46 H -3.307 -1.551 -2.050
47 H 5.073 -0.721 -1.979
48 C 2.052 -1.815 -1.166
49 H 2.315 -1.378 -0.190
50 H 1.024 -2.178 -1.054
51 H -5.067 -2.589 -3.457
52 H 0.418 5.178 -4.030
53 C -2.571 -1.032 -5.987
54 H 0.352 -2.081 -3.149
55 H 0.038 -5.006 -2.536
56 C 0.160 2.392 -4.916
57 C 2.992 -2.972 -1.483
58 C -0.029 3.713 -5.671
59 C -0.748 5.005 -7.636
60 H 1.659 -0.942 -4.724
61 H 3.911 -0.304 -5.614
62 C -0.738 2.131 -1.375
63 H -0.357 -4.630 -4.205
64 Br -3.935 1.289 0.963
65 C -3.403 1.429 -1.816
66 H 0.831 -0.571 3.414
67 H 4.047 -2.680 -1.387
68 C 0.140 0.061 2.855
69 H -1.078 5.061 -8.679
70 H -4.423 1.084 -1.938
71 H -2.757 -0.329 -3.941
72 Ir 0.635 0.436 -3.939
73 C -1.295 2.136 -2.671
74 C 4.631 -0.136 -1.161

Mulliken atomic charge list, values in e, 4 entries: atom 1 (C): 0.07, atom 2 (C): -1.07, atom 3 (H): 0.44, atom 4 (H): 0.59


no.,E (eV)
1,-9065.82549
2,-136427.04113
3,-123052.37143